Entry 1:
{"formula": "C28H30BN6O2RbSb", "method": "the ωB97M-V functional and the def2-TZVPD basis", "symbols": ["Rb", "C", "C", "N", "O", "C", "C", "N", "O", "H", "H", "H", "H", "H", "H", "H", "B", "N", "C", "C", "C", "N", "N", "C", "C", "C", "N", "H", "H", "H", "H", "H", "H", "H", "H", "C", "C", "C", "C", "C", "C", "Sb", "C", "C", "C", "C", "C", "C", "C", "C", "C", "C", "C", "C", "H", "H", "H", "H", "H", "H", "H", "H", "H", "H", "H", "H", "H", "H", "H"], "coordinates": [[-1.802994, 0.710441, -1.040322], [-1.066114, -4.259748, 0.596441], [-0.917924, -2.805773, 0.270551], [-0.654476, -1.925040, 1.162751], [-0.421025, -2.552709, 2.414114], [-1.051722, -2.326460, -1.124054], [-2.092535, -2.898255, -2.037070], [-0.253106, -1.358362, -1.461265], [-0.417006, -0.776379, -2.615040], [-0.127961, -4.636343, 1.009655], [-1.322604, -4.828441, -0.295659], [-1.832443, -4.415904, 1.357376], [-0.039376, -1.836622, 2.931455], [-3.005977, -3.147663, -1.492143], [-1.740559, -3.800078, -2.550324], [-2.325650, -2.166150, -2.808517], [-5.489809, 0.919580, -1.696400], [-5.377667, -0.227111, -0.627914], [-6.320593, -1.082381, -0.202306], [-5.759237, -1.922436, 0.743195], [-4.428238, -1.483448, 0.827393], [-4.208444, -0.465369, -0.000680], [-5.180856, 2.299554, -1.024690], [-6.016785, 3.034736, -0.271888], [-5.343562, 4.152193, 0.178095], [-4.062999, 4.007459, -0.379575], [-3.968554, 2.894465, -1.100378], [-6.639797, 0.914909, -2.092887], [-4.680564, 0.740841, -2.578976], [-7.319382, -1.029796, -0.604530], [-6.237321, -2.721787, 1.284377], [-3.619801, -1.853948, 1.441461], [-7.030854, 2.705639, -0.111700], [-5.720582, 4.948130, 0.798198], [-3.209773, 4.665573, -0.299021], [6.043813, 0.987145, -3.023977], [4.963314, 1.824528, -3.275446], [3.777923, 1.656454, -2.572367], [3.650125, 0.663042, -1.597770], [4.738744, -0.171583, -1.360153], [5.927130, -0.011608, -2.068450], [1.777994, 0.602335, -0.517072], [2.446014, 2.185018, 0.841284], [3.768187, 2.366189, 1.258634], [4.122478, 3.417044, 2.093032], [3.155577, 4.316326, 2.532547], [1.838619, 4.157439, 2.130857], [1.493743, 3.100239, 1.291063], [2.396850, -1.003064, 0.769760], [2.766521, -0.833708, 2.102367], [3.124150, -1.929422, 2.886670], [3.119436, -3.206515, 2.346250], [2.752022, -3.387428, 1.017066], [2.387642, -2.296702, 0.241184], [6.968691, 1.110006, -3.574318], [5.042217, 2.602985, -4.024880], [2.942315, 2.313737, -2.791379], [4.671692, -0.952622, -0.611811], [6.762915, -0.672184, -1.869650], [4.537194, 1.680138, 0.917663], [5.154973, 3.538189, 2.399176], [3.431967, 5.137312, 3.182975], [1.078938, 4.853119, 2.466068], [0.457088, 3.000449, 0.985035], [2.787346, 0.157939, 2.541095], [3.408056, -1.779006, 3.921938], [3.393237, -4.058343, 2.956819], [2.736404, -4.382384, 0.587871], [2.062970, -2.458392, -0.781803]], "atomic_forces_ev_per_a": [[-0.989, 1.093, 0.343], [-0.013, -0.101, -0.071], [-0.013, 0.280, -0.254], [0.062, -0.221, 0.022], [-0.069, 0.109, -0.021], [0.049, -0.130, 0.336], [-0.117, -0.077, -0.001], [0.425, -0.584, -0.132], [0.419, -0.439, -0.486], [0.007, 0.009, -0.001], [0.002, 0.006, 0.023], [0.004, 0.015, 0.000], [-0.020, 0.019, -0.024], [0.013, -0.008, -0.011], [0.008, 0.011, 0.016], [0.008, 0.041, 0.010], [-0.033, -0.058, 0.101], [0.200, 0.213, -0.039], [0.010, 0.063, -0.026], [0.079, 0.039, -0.015], [-0.060, 0.021, -0.032], [-0.210, -0.202, 0.069], [0.085, -0.061, -0.080], [0.021, -0.088, -0.021], [0.072, 0.014, -0.059], [0.001, 0.008, 0.005], [-0.189, -0.094, 0.128], [0.071, 0.021, 0.031], [-0.003, 0.003, 0.040], [0.010, -0.009, 0.014], [0.011, 0.009, -0.010], [-0.018, -0.010, -0.001], [0.005, 0.011, 0.004], [0.009, -0.006, -0.012], [-0.020, 0.000, 0.013], [-0.058, 0.008, 0.015], [0.009, -0.058, 0.037], [0.046, -0.067, 0.018], [-0.044, 0.086, -0.148], [0.028, 0.032, -0.003], [-0.065, 0.005, 0.014], [0.297, 0.268, 0.305], [0.058, 0.013, 0.040], [-0.051, -0.008, -0.073], [-0.072, 0.013, 0.000], [0.032, -0.044, -0.014], [0.031, -0.087, -0.042], [0.076, -0.002, 0.042], [-0.017, -0.131, 0.023], [0.021, -0.030, -0.071], [-0.021, 0.008, -0.048], [-0.011, 0.039, -0.050], [0.016, 0.071, 0.062], [0.012, 0.013, 0.018], [-0.004, 0.003, 0.004], [-0.005, -0.002, 0.008], [-0.013, -0.020, 0.019], [-0.022, -0.003, 0.002], [-0.004, 0.003, 0.003], [-0.016, 0.000, -0.002], [-0.003, 0.003, 0.003], [-0.002, 0.000, -0.003], [-0.004, -0.004, -0.005], [-0.015, -0.024, -0.021], [-0.017, -0.024, -0.019], [-0.005, 0.002, -0.005], [-0.001, 0.005, 0.001], [0.001, 0.002, 0.001], [0.008, 0.033, 0.031]], "orbital_gap_ha": 0.254, "mol_weight_da": 700.6, "charge": -1, "lumo_ev": 2.25, "relative_energy_kj_mol": 22.2}

***

Entry 2:
{"formula": "C12H19NO5", "method": "the ωB97M-V functional and the def2-TZVPD basis", "symbols": ["C", "C", "C", "C", "N", "C", "C", "C", "O", "O", "C", "C", "O", "C", "C", "C", "O", "O", "H", "H", "H", "H", "H", "H", "H", "H", "H", "H", "H", "H", "H", "H", "H", "H", "H", "H", "H"], "coordinates": [[3.093895, 2.677184, 0.945165], [2.974402, 2.593475, -0.574161], [2.631247, 1.201966, -1.115338], [1.628471, 0.436718, -0.267079], [1.288430, -0.829013, -0.922582], [0.010286, -1.400718, -0.579675], [-1.128953, -0.621113, -1.259288], [-2.511082, -0.859626, -0.732619], [-2.908593, -1.836871, -0.192062], [-3.358704, 0.225695, -0.969779], [-3.320114, 1.234981, 0.000725], [-4.124373, 0.934762, 1.233047], [-2.729388, 2.241459, -0.215058], [-0.154697, -1.596737, 0.943741], [-0.126254, -3.109641, 1.135525], [-0.412235, -3.660394, -0.236950], [-0.834584, -4.721341, -0.563102], [-0.034048, -2.722646, -1.155003], [3.524590, 3.633784, 1.242446], [3.744115, 1.891749, 1.338845], [2.123493, 2.580318, 1.434192], [2.220375, 3.304670, -0.919774], [3.923147, 2.911458, -1.012021], [3.539871, 0.605282, -1.235514], [2.205855, 1.315949, -2.118848], [2.057993, 0.229702, 0.713418], [0.744349, 1.074953, -0.098837], [1.319704, -0.686686, -1.927729], [-1.156434, -0.954290, -2.302687], [-0.927074, 0.450211, -1.269737], [-4.954439, 1.641478, 1.266762], [-3.504187, 1.114100, 2.111203], [-4.509214, -0.080344, 1.230321], [-1.091642, -1.173185, 1.303310], [0.643550, -1.110555, 1.497405], [0.893228, -3.427848, 1.369624], [-0.780986, -3.508886, 1.902112]], "atomic_forces_ev_per_a": [[0.085, -0.040, 0.014], [0.036, 0.009, 0.033], [0.001, 0.023, -0.085], [-0.108, 0.011, -0.065], [0.148, 0.093, 0.009], [-0.107, -0.170, -0.008], [0.041, 0.004, -0.134], [0.064, 0.331, -0.084], [-0.144, -0.392, 0.167], [0.031, 0.003, 0.004], [-0.229, -0.169, -0.060], [0.046, -0.008, -0.001], [0.151, 0.194, -0.011], [-0.010, 0.071, 0.270], [0.264, 0.106, -0.009], [0.107, 0.210, -0.051], [0.026, -0.326, 0.015], [-0.286, 0.196, 0.079], [-0.061, 0.006, 0.015], [0.014, 0.017, -0.024], [0.009, -0.001, 0.010], [-0.006, 0.036, 0.068], [-0.063, 0.017, -0.088], [-0.045, -0.060, 0.118], [0.077, -0.008, -0.018], [0.001, 0.005, 0.001], [0.042, -0.016, -0.010], [0.038, -0.151, 0.014], [0.040, 0.124, -0.025], [-0.057, 0.007, 0.071], [0.008, -0.016, 0.005], [-0.031, 0.006, -0.003], [0.037, -0.002, 0.007], [0.044, -0.058, -0.057], [0.044, 0.008, -0.105], [-0.038, -0.080, 0.027], [-0.169, 0.019, -0.088]], "orbital_gap_ha": 0.374, "mol_weight_da": 257.3, "charge": 0, "lumo_ev": 0.55, "relative_energy_kj_mol": 56.6}

***

Entry 3:
{"formula": "C2HCsLiO2", "method": "the ωB97M-V functional and the def2-TZVPD basis", "symbols": ["O", "C", "C", "H", "Li", "Cs", "O"], "coordinates": [[-3.719972, -0.610244, -0.062731], [-2.666145, -0.841880, -0.581632], [-1.494990, -0.988588, -1.102183], [-1.301268, -0.921272, -2.174643], [-0.148346, -2.300877, 0.058744], [1.012957, 1.110933, 0.281633], [1.339168, -1.409683, -0.671413]], "atomic_forces_ev_per_a": [[0.953, -0.532, -0.093], [-0.488, 0.831, -0.412], [-0.165, -0.292, 0.642], [-0.057, -0.118, 0.479], [0.153, 0.595, -0.978], [-0.239, -0.083, -0.260], [-0.156, -0.400, 0.622]], "orbital_gap_ha": [0.241, 0.240], "multiplicity": 2, "mol_weight_da": 196.9, "charge": 0, "lumo_ev": [-0.58, -0.58], "s2": 0.756, "relative_energy_kj_mol": 42.9}

***

- What is the formula in the first record?
  C28H30BN6O2RbSb